Molecular formula: C30H47BClN8O5OsP2S2
Method: DFT, ωB97M-V/def2-TZVPD

XYZ file:
```
97
Properties=species:S:1:pos:R:3
Os 0.25 0.30 -0.70
C -3.67 0.68 -1.29
N -3.32 1.95 -0.69
C -4.09 2.65 0.21
C -3.46 3.81 0.46
N -2.31 3.84 -0.29
B -1.32 5.02 -0.40
N 0.07 4.66 0.27
C 1.03 5.64 0.26
C 2.16 5.15 0.83
N 1.87 3.86 1.19
C 2.78 2.98 1.90
C 0.59 3.57 0.85
S -0.17 2.06 1.23
C -2.23 2.69 -0.99
S -0.94 2.23 -2.03
H -4.48 0.24 -0.71
H -2.81 0.01 -1.30
H -4.01 0.83 -2.32
H -5.03 2.25 0.57
H -3.73 4.64 1.08
H -1.78 5.95 0.23
H -1.11 5.29 -1.55
H 0.83 6.61 -0.17
H 3.12 5.60 1.01
H 3.80 3.34 1.73
H 2.68 1.97 1.52
H 2.57 2.99 2.97
C 2.91 -0.21 4.43
N 3.12 -0.34 2.99
C 4.52 -0.23 2.57
P 2.10 -0.98 1.90
O 1.95 -0.17 0.65
O 0.74 -1.02 2.76
P -0.78 -1.24 2.26
O -0.89 -0.81 0.83
N -1.20 -2.79 2.40
C -1.27 -3.71 1.26
C -1.40 -3.43 3.70
N -1.60 -0.42 3.39
C -1.11 0.70 4.19
C -3.07 -0.43 3.25
N 2.58 -2.50 1.55
C 2.75 -3.44 2.64
C 2.62 -3.09 0.21
H 3.53 -0.93 4.97
H 1.87 -0.38 4.68
H 3.19 0.80 4.75
H 5.12 -1.04 2.99
H 4.92 0.72 2.92
H 4.60 -0.25 1.49
H -1.01 -3.20 0.34
H -2.28 -4.13 1.18
H -0.57 -4.54 1.41
H -1.34 -2.70 4.50
H -0.65 -4.20 3.86
H -2.39 -3.90 3.73
H -0.03 0.64 4.31
H -1.57 0.64 5.18
H -1.36 1.65 3.73
H -3.39 -1.28 2.66
H -3.41 0.49 2.76
H -3.52 -0.50 4.24
H 2.87 -2.92 3.59
H 3.64 -4.05 2.47
H 1.88 -4.11 2.72
H 2.45 -2.34 -0.54
H 1.85 -3.85 0.10
H 3.60 -3.55 0.06
Cl -3.95 -4.81 -6.28
C -2.99 -3.98 -5.10
C -3.11 -2.61 -4.97
C -2.35 -1.95 -4.02
C -1.46 -2.67 -3.22
C -1.34 -4.04 -3.38
C -2.11 -4.71 -4.32
C -0.63 -1.97 -2.21
O 0.26 -2.53 -1.58
O -0.93 -0.71 -2.02
H -3.80 -2.07 -5.61
H -2.42 -0.88 -3.92
H -0.64 -4.58 -2.76
H -2.03 -5.78 -4.45
C 1.80 0.42 -2.07
C 1.54 1.04 -3.40
C 1.00 0.28 -4.44
C 0.75 0.86 -5.68
C 1.04 2.20 -5.89
C 1.57 2.96 -4.86
C 1.82 2.38 -3.63
H 2.59 0.93 -1.52
H 2.07 -0.64 -2.18
H 0.79 -0.77 -4.29
H 0.34 0.26 -6.48
H 0.84 2.65 -6.85
H 1.80 4.01 -5.02
H 2.23 2.99 -2.82
```

Summary:
Orbital gap (spin up / spin down)   6.592 / 6.742 eV
Spin multiplicity   5
Highest occupied orbital energy (spin up / spin down)   -9.2 / -10.3 eV
Charge   +1
Expectation value of S²   6.033

Molecular formula: C5H11NO
Method: DFT, ωB97M-V/def2-TZVPD

XYZ file:
```
18
Properties=species:S:1:pos:R:3
C 0.04 -2.16 0.74
C 1.54 -0.27 0.60
N 0.59 0.52 -0.02
C 0.30 1.87 0.45
C -0.26 -0.12 -0.82
O -0.07 -1.38 -0.93
C -1.50 0.54 -1.37
H 0.95 -2.70 0.95
H -0.72 -2.81 0.33
H -0.33 -1.61 1.60
H 2.09 -0.91 -0.08
H 2.11 0.23 1.38
H 1.11 2.19 1.10
H 0.25 2.56 -0.40
H -0.64 1.91 0.99
H -1.95 -0.11 -2.11
H -1.28 1.50 -1.84
H -2.24 0.73 -0.57
```

Summary:
Orbital gap (spin up / spin down)   7.373 / 7.376 eV
Highest occupied orbital energy (spin up / spin down)   -6.5 / -6.5 eV

Molecular formula: C5H3NO
Method: DFT, ωB97M-V/def2-TZVPD

XYZ file:
```
10
Properties=species:S:1:pos:R:3
N -2.61 1.95 -0.52
C -1.63 1.37 -0.32
C -0.45 0.60 -0.16
C 0.00 -0.45 -0.86
C 1.02 -1.06 -0.07
C 1.21 -0.20 0.99
O 0.33 0.81 0.94
H -0.34 -0.89 -1.79
H 0.53 -2.02 -0.01
H 1.93 -0.11 1.80
```

Summary:
Orbital gap   9.724 eV
SMILES   N#Cc1ccco1
Highest occupied orbital energy   -9.5 eV

Molecular formula: C4H6N2O
Method: DFT, ωB97M-V/def2-TZVPD

XYZ file:
```
13
Properties=species:S:1:pos:R:3
C 1.36 -1.02 -1.39
O 0.93 0.27 -0.96
C -0.08 0.30 -0.07
C -1.27 -0.35 0.07
N -1.94 0.12 1.18
C -1.16 1.04 1.69
N -0.01 1.19 0.97
H 0.60 -1.79 -1.18
H 2.29 -1.28 -0.88
H 1.52 -0.97 -2.47
H -1.70 -1.13 -0.55
H -1.37 1.62 2.58
H 0.76 1.82 1.14
```

Summary:
Orbital gap   9.153 eV
SMILES   COc1cnc[nH]1
Highest occupied orbital energy   -8.3 eV

Molecular formula: C2H9N2S
Method: DFT, ωB97M-V/def2-TZVPD

XYZ file:
```
14
Properties=species:S:1:pos:R:3
C -1.09 1.70 2.47
S -0.10 0.20 2.91
H -2.17 1.57 2.59
H -0.81 2.49 3.17
H -0.81 1.98 1.46
N -0.31 -0.03 -1.14
C 0.35 -0.99 -1.97
N 1.51 -1.74 -1.45
H -0.72 -0.44 -0.30
H 0.24 0.75 -0.83
H -0.37 -1.75 -2.15
H 0.66 -0.56 -2.92
H 2.32 -1.15 -1.33
H 1.29 -2.05 -0.51
```

Summary:
Orbital gap   6.207 eV
Highest occupied orbital energy   -2.3 eV
Charge   -1

Molecular formula: C52H57N4O12
Method: DFT, ωB97M-V/def2-TZVPD

XYZ file:
```
125
Properties=species:S:1:pos:R:3
C 1.45 -3.63 0.40
C 1.07 -2.42 1.22
N 0.51 -1.37 0.43
C -0.64 -0.65 0.79
C -1.00 0.19 -0.31
N 0.21 0.18 -1.11
C 0.99 -0.88 -0.70
C 0.52 0.85 -2.35
H 1.71 -4.47 1.26
H 2.33 -3.48 -0.04
H 0.71 -4.13 -0.31
H 1.86 -2.12 1.93
H 0.37 -2.73 1.94
H -1.22 -0.71 1.73
H -1.97 0.61 -0.58
H 1.87 -1.16 -1.26
H 1.14 0.26 -2.98
H 1.26 1.50 -2.32
H -0.36 1.30 -2.65
N -0.62 -6.04 2.07
C -1.54 -5.24 1.60
C -1.94 -5.21 0.31
C -1.30 -5.99 -0.56
C -0.27 -6.90 -0.13
C -0.12 -6.90 1.22
H -2.10 -4.51 2.19
H -2.75 -4.61 -0.09
H -1.46 -5.86 -1.57
H 0.37 -7.60 -0.78
H 0.72 -7.59 1.60
N 0.37 3.16 -4.56
C -0.33 2.65 -5.66
C -1.47 3.20 -6.23
C -1.88 4.35 -5.81
C -1.43 4.86 -4.60
C -0.24 4.22 -4.06
H -0.06 1.80 -5.95
H -1.88 2.71 -6.99
H -2.72 4.94 -6.28
H -1.69 5.69 -4.15
H 0.30 4.53 -3.16
C 4.13 -1.36 -4.14
C 3.89 -0.59 -5.48
C 2.76 -0.95 -6.19
C 1.89 -1.88 -5.67
C 2.02 -2.50 -4.45
C 3.14 -2.25 -3.68
O 3.30 -2.98 -2.52
O 2.45 -0.46 -7.44
H 4.98 -1.24 -3.81
H 4.64 0.21 -5.97
H 0.82 -1.97 -6.08
H 1.40 -3.38 -4.03
H 4.16 -2.53 -2.09
H 1.90 -1.00 -7.88
C -0.11 3.63 -0.38
C 1.00 4.55 -0.08
C 0.72 5.95 -0.07
C -0.59 6.46 -0.40
C -1.65 5.59 -0.77
C -1.40 4.19 -0.73
O -2.57 3.38 -1.03
O 1.74 6.87 0.11
H 0.03 2.67 -0.19
H 1.97 4.29 0.22
H -0.86 7.48 -0.55
H -2.50 5.99 -1.02
H -3.40 3.55 -0.81
H 2.40 6.37 0.35
C 0.83 3.35 6.30
C 0.12 1.95 6.08
C 0.10 1.48 4.73
C 0.87 2.15 3.72
C 1.38 3.44 3.98
C 1.32 4.09 5.18
O 1.61 5.42 5.36
O -0.36 0.36 4.22
H 0.58 3.82 7.25
H -0.37 1.52 6.97
H 0.98 1.69 2.69
H 1.89 4.01 3.02
H 1.76 5.45 6.12
H -0.73 -0.32 4.88
C -4.48 -0.46 2.03
C -4.69 -2.00 1.83
C -4.70 -2.35 0.38
C -4.58 -1.39 -0.57
C -4.44 -0.03 -0.36
C -4.37 0.41 0.99
O -4.37 1.75 1.27
O -5.01 -3.61 0.02
H -4.31 -0.17 3.10
H -4.89 -2.80 2.57
H -4.56 -1.60 -1.75
H -4.23 0.60 -1.22
H -4.26 2.17 2.25
H -5.50 -4.18 0.74
C -3.18 -2.12 5.22
C -2.03 -3.15 4.99
C -2.23 -4.29 5.67
C -3.40 -4.51 6.44
C -4.46 -3.59 6.46
C -4.27 -2.34 5.88
O -5.21 -1.36 6.03
O -1.39 -5.34 5.53
H -2.91 -1.25 4.65
H -1.17 -2.80 4.35
H -3.63 -5.29 7.12
H -5.39 -3.83 7.01
H -5.99 -1.70 6.49
H -0.84 -5.32 4.81
C 5.77 0.63 -1.38
C 6.61 0.91 -2.58
C 6.08 1.97 -3.41
C 4.86 2.55 -3.24
C 4.09 2.18 -2.09
C 4.52 1.21 -1.19
O 3.87 1.04 -0.03
O 6.78 2.39 -4.41
H 6.16 -0.17 -0.69
H 7.65 0.47 -2.59
H 4.42 3.32 -3.87
H 3.05 2.52 -1.78
H 4.18 0.44 0.58
H 7.46 1.79 -4.45
```

Summary:
Orbital gap   7.950 eV
Highest occupied orbital energy   -10.1 eV
Charge   +1

Molecular formula: C3H13N7OP
Method: DFT, ωB97M-V/def2-TZVPD

XYZ file:
```
25
Properties=species:S:1:pos:R:3
C 1.70 -2.41 -1.24
N 2.50 -1.40 -0.50
P 2.28 -0.65 0.89
N 0.50 0.34 0.44
N 0.27 1.41 1.25
C -0.45 2.37 0.77
N -0.66 3.36 1.76
N -1.00 2.62 -0.47
N -0.39 -0.72 0.55
C -1.45 -0.70 -0.39
N -2.39 -1.73 -0.29
O -1.40 0.01 -1.38
H 0.99 -2.90 -0.56
H 1.38 -1.93 -2.20
H 2.36 -3.15 -1.63
H 3.30 -1.03 -1.03
H 1.44 -1.69 1.55
H 0.61 0.51 -0.67
H -0.10 3.21 2.65
H -0.75 4.28 1.39
H -0.95 1.77 -1.20
H -1.53 3.34 -0.79
H -0.74 -1.03 1.47
H -2.45 -2.13 0.63
H -3.06 -1.77 -1.00
```

Summary:
Orbital gap   10.228 eV
SMILES   CNP[N@H+](N=C(N)N)NC(N)=O
Highest occupied orbital energy   -12.9 eV
Charge   +1

Molecular formula: C8H2F3N4O6S2
Method: DFT, ωB97M-V/def2-TZVPD

XYZ file:
```
25
Properties=species:S:1:pos:R:3
S 1.04 1.04 0.57
C -0.51 1.34 0.86
N -1.66 1.57 1.09
O 1.81 -2.50 -1.82
S 0.91 -2.90 -0.77
O -0.39 -2.31 -0.59
C 0.61 -4.73 -1.04
F 0.04 -4.90 -2.24
F 1.79 -5.40 -1.00
F -0.21 -5.22 -0.08
C 1.81 -2.91 0.81
C 1.07 -2.98 1.99
C 1.80 -3.15 3.18
N 1.34 -3.40 4.47
O 0.22 -3.47 4.94
O 2.50 -3.61 5.26
N 3.65 -3.51 4.49
C 3.19 -3.22 3.24
C 3.92 -3.12 2.01
N 5.37 -3.20 1.94
O 6.06 -2.69 2.84
O 5.85 -3.77 0.94
C 3.21 -3.03 0.81
H -0.01 -2.94 2.02
H 3.74 -3.04 -0.14
```

Summary:
Orbital gap   3.560 eV
Highest occupied orbital energy   -3.8 eV
Charge   -1

Summary of F_max in hartree/bohr
0.010 0.007 0.055 0.006 0.024 0.362 0.135 0.094
(order as listed above)
Summary of electronic energy in eV
-109946.605 -8896.867 -8768.164 -9272.235 -16035.955 -85356.386 -25081.071 -56389.846
(order as listed above)